Entry 1:
DFT (ωB97M-V with the def2-TZVPD basis set) results for a molecular structure, C36H87F2N10O11S2V in a non-equilibrium geometry.

Values from the calculation:
Expectation value of S² = 0.78
Net charge = +1
LUMO (spin up / spin down) = -0.1536 / -0.1369 hartree
Orbital gap (spin up / spin down) = 5.6 / 6.0 eV
E_HOMO (spin up / spin down) = -9.74 / -9.74 eV
Relative energy (zero: lowest compared OMol25 entry of this formula, charge and spin) = 0.0 kcal/mol
Spin multiplicity = 2

Each line ends with the Löwdin spin population.
CARTESIAN COORDINATES (ANGSTROEM)
V1 10.2682 -14.8183 -13.8812  1.14
S1 11.9226 -11.9152 -13.4108  0.00
S2 12.6382 -13.1103 -15.5475  0.00
F1 10.9223 -12.1246 -12.1841  0.00
F2 11.7252 -13.9255 -16.5270  0.00
O1 13.7733 -13.9228 -15.3965  0.00
O2 7.1574 -6.8648 -15.3246  0.00
O3 8.5272 -13.7269 -13.4677  0.02
O4 11.4239 -10.7318 -13.9866  0.00
O5 17.6348 -13.1682 -19.3324  0.00
O6 9.9019 -15.3342 -15.3091  -0.21
O7 9.3145 -12.9771 -17.4105  0.00
O8 13.1636 -11.9500 -12.7356  0.00
O9 11.9153 -16.3460 -14.0699  0.01
O10 11.1824 -14.9739 -11.9204  0.00
O11 12.7229 -11.8778 -16.2076  0.00
N1 8.9178 -8.1034 -15.9972  0.00
N2 16.6932 -14.1903 -17.5218  0.00
N3 8.4783 -11.9255 -19.2641  0.00
N4 13.0976 -17.7097 -15.3966  0.00
N5 7.8983 -12.3729 -11.7132  0.00
N6 15.4118 -6.7525 -14.6452  0.00
N7 11.5368 -13.1869 -21.2400  0.00
N8 12.3310 -9.5856 -8.8499  0.00
N9 13.0060 -15.2663 -10.6330  0.00
N10 11.5531 -13.2481 -14.2377  0.02
C1 9.4604 -12.4925 -18.5202  0.00
C2 12.8822 -7.3932 -7.8448  0.00
C3 9.9466 -7.0991 -15.7335  0.00
C4 11.8427 -14.6205 -21.1891  0.00
C5 17.7013 -13.5820 -18.1978  0.00
C6 16.8562 -6.6668 -14.8254  0.00
C7 11.2021 -10.4642 -8.9514  0.00
C8 14.0309 -11.1213 -9.7831  0.00
C9 14.8527 -7.7570 -15.5538  0.00
C10 7.9695 -12.7143 -12.9844  0.00
C11 7.6183 -7.8657 -15.7844  0.00
C12 10.2398 -13.6555 -23.3128  0.00
C13 12.8250 -16.8849 -16.5717  0.00
C14 12.2226 -10.9285 -20.5489  0.00
C15 8.8638 -10.9912 -20.3157  0.00
C16 9.4814 -9.4083 -16.3009  0.00
C17 11.7282 -15.1770 -10.8173  0.00
C18 15.3649 -14.1370 -18.0207  0.00
C19 15.5328 -6.0487 -12.2209  0.00
C20 13.7246 -19.0145 -15.5959  0.00
C21 8.4553 -13.1953 -10.6742  0.00
C22 17.2685 -6.3919 -16.2786  0.00
C23 13.4587 -8.2265 -15.2177  0.00
C24 13.9808 -15.0353 -11.6901  0.00
C25 13.3184 -9.7818 -9.8978  0.00
C26 13.5411 -15.2377 -9.2654  0.00
C27 7.2011 -11.7143 -18.6411  0.00
C28 10.2494 -10.3905 -7.7697  0.00
C29 11.1702 -12.7287 -22.5746  0.00
C30 12.2082 -15.1352 -19.8035  0.00
C31 16.9367 -14.8742 -16.2769  0.00
C32 11.9531 -8.1636 -8.7691  0.00
C33 7.6708 -10.9787 -11.3471  0.00
C34 12.6124 -17.3469 -14.2298  0.00
C35 15.1005 -7.0918 -13.2658  0.00
C36 12.6322 -12.3517 -20.7394  0.00
H1 14.3596 -15.9552 -9.1935  0.00
H2 13.3104 -11.9321 -9.8921  0.00
H3 16.6478 -15.9318 -16.4045  0.00
H4 12.7978 -6.3080 -7.9411  0.00
H5 12.9513 -14.5580 -19.2718  0.00
H6 9.0129 -9.9858 -19.8982  0.00
H7 11.9133 -7.7289 -9.7841  0.00
H8 13.0084 -10.3363 -20.0681  0.00
H9 10.6345 -10.3649 -9.9018  0.00
H10 9.5665 -9.5422 -7.8507  0.00
H11 9.4735 -6.1305 -15.6040  0.00
H12 10.7484 -10.4313 -6.8052  0.00
H13 12.6556 -14.8671 -21.8982  0.00
H14 15.5451 -8.0836 -13.0155  0.00
H15 10.6161 -14.6430 -23.5849  0.00
H16 14.5305 -14.1321 -11.4103  0.00
H17 12.8614 -17.4683 -17.4856  0.00
H18 14.7504 -13.4206 -17.4824  0.00
H19 6.9832 -8.7223 -16.0952  0.00
H20 7.7740 -13.1873 -9.8181  0.00
H21 13.9357 -7.5863 -8.0717  0.00
H22 18.3653 -6.3465 -16.3138  0.00
H23 7.2247 -10.8317 -17.9829  0.00
H24 16.3182 -14.5161 -15.4512  0.00
H25 13.3340 -8.9168 -14.3753  0.00
H26 7.3781 -12.0947 -13.6594  0.00
H27 13.8756 -19.5223 -14.6460  0.00
H28 14.0565 -8.9807 -9.8674  0.00
H29 13.6202 -16.1440 -16.6678  0.00
H30 10.6364 -11.7799 -22.4984  0.00
H31 12.7103 -7.6897 -6.8118  0.00
H32 16.8708 -5.4513 -16.6454  0.00
H33 9.5600 -11.2453 -7.7885  0.00
H34 12.7185 -7.4438 -15.0786  0.00
H35 17.1897 -5.7884 -14.2697  0.00
H36 10.5577 -7.0570 -16.6355  0.00
H37 18.6386 -13.5182 -17.6205  0.00
H38 13.4861 -12.4321 -21.4369  0.00
H39 15.5543 -8.6038 -15.6533  0.00
H40 16.4658 -5.5414 -12.4590  0.00
H41 9.9043 -9.3967 -17.3135  0.00
H42 14.8016 -7.2877 -16.5389  0.00
H43 12.1173 -10.4014 -21.5050  0.00
H44 12.4870 -16.1854 -19.9318  0.00
H45 9.8949 -13.2009 -24.2408  0.00
H46 9.7549 -11.3778 -20.8047  0.00
H47 6.9817 -10.9477 -10.4955  0.00
H48 8.7001 -10.1704 -16.2961  0.00
H49 14.8613 -15.0933 -18.1635  0.00
H50 12.9887 -12.7187 -19.7819  0.00
H51 6.8861 -12.5897 -18.0884  0.00
H52 17.4314 -7.5238 -14.4262  0.00
H53 12.0701 -12.5217 -23.1867  0.00
H54 10.2786 -9.6013 -15.5881  0.00
H55 13.0223 -19.6631 -16.1316  0.00
H56 11.1446 -15.3116 -9.9037  0.00
H57 11.5662 -11.5026 -8.9318  0.00
H58 6.4677 -11.4574 -19.4068  0.00
H59 7.1573 -10.3915 -12.1055  0.00
H60 14.8876 -11.1953 -10.4424  0.00
H61 13.1525 -8.9190 -16.0153  0.00
H62 11.8871 -16.3816 -16.3760  0.00
H63 13.9440 -14.2462 -9.0601  0.00
H64 10.4497 -12.4180 -19.0051  0.00
H65 14.6426 -15.8869 -11.8062  0.00
H66 10.4855 -7.4227 -14.8462  0.00
H67 11.3465 -15.1612 -19.1234  0.00
H68 17.9941 -14.8704 -16.0301  0.00
H69 15.7332 -6.5499 -11.2722  0.00
H70 10.9376 -8.0457 -8.3952  0.00
H71 14.6244 -18.9051 -16.1925  0.00
H72 8.6016 -10.4999 -11.0463  0.00
H73 14.7581 -5.2914 -12.1207  0.00
H74 9.4232 -12.8448 -10.3280  0.00
H75 11.2998 -10.7894 -19.9844  0.00
H76 8.0542 -10.8679 -21.0341  0.00
H77 15.4306 -13.7265 -19.0333  0.00
H78 13.4811 -14.7733 -12.6155  0.00
H79 10.9350 -15.1252 -21.5083  0.00
H80 14.3741 -11.1567 -8.7409  0.00
H81 14.0381 -7.2623 -13.1006  0.00
H82 12.8183 -9.6854 -10.8884  0.00
H83 12.7921 -15.5309 -8.5371  0.00
H84 9.3850 -13.8613 -22.6552  0.00
H85 12.8385 -18.0228 -13.4007  0.00
H86 8.5386 -14.2389 -10.9616  0.00
H87 17.0895 -7.2382 -16.9453  0.00

***

Entry 2:
DFT (ωB97M-V with the def2-TZVPD basis set) results for a molecular structure, C25H46BCaN9O2S3 in a non-equilibrium geometry.

Values from the calculation:
LUMO = 0.0164 hartree
Orbital gap = 7.8 eV
E_HOMO = -7.33 eV
Relative energy (zero: lowest compared OMol25 entry of this formula, charge and spin) = 9.0 kcal/mol

Each line ends with the Mulliken charge.
CARTESIAN COORDINATES (ANGSTROEM)
Ca1 -0.1588 0.5992 0.4204  1.55
S1 2.0706 -1.5343 0.9220  -0.17
S2 -0.1762 -1.2930 -2.0202  0.01
S3 -2.1205 -0.9866 1.6075  -0.37
O1 -2.2408 4.2129 0.4675  -0.75
O2 -0.9546 2.4253 0.9566  -0.89
N1 -2.7914 -2.2257 -2.1522  0.73
N2 -1.8354 1.0298 -1.1466  0.11
N3 -1.5636 -3.1735 -0.6108  0.38
N4 2.9128 -3.1962 -1.1322  0.66
N5 -0.5054 -3.2076 1.7719  0.05
N6 1.4789 1.3290 -1.0885  -0.30
N7 -0.7316 -2.1660 3.6822  0.65
N8 0.9312 -3.6608 -0.3439  -0.08
N9 1.6182 1.5169 1.7832  -0.46
C1 -2.8489 -3.6654 -0.4841  -1.49
C2 0.1834 -3.9228 2.7290  -1.55
C3 2.7280 1.9710 0.9218  -0.60
C4 2.1863 2.4443 -0.4210  -0.58
C5 -2.3727 -0.7676 -4.1969  -1.93
C6 4.2105 -2.2698 -2.9808  -1.50
C7 -3.3754 -1.5480 -3.3542  1.04
C8 -4.4692 -0.5929 -2.8729  -1.20
C9 4.7570 -1.4919 -0.6881  -1.88
C10 -3.9752 -2.6310 -4.2625  -1.71
C11 0.0542 -3.2923 3.9026  -0.09
C12 -2.1098 2.4772 -1.1445  -0.67
C13 -2.6891 -1.3350 4.9503  -1.59
C14 -1.5202 -2.2673 -1.6242  -0.16
C15 -1.0834 -2.1321 2.3567  0.15
C16 4.2688 -2.6851 -1.5031  1.25
C17 1.9806 -2.8165 -0.2003  0.13
C18 5.2722 -3.8244 -1.2993  -1.69
C19 -1.7649 3.1165 0.2208  0.32
C20 2.4133 -4.2843 -1.8459  -0.25
C21 -0.7210 0.1913 4.4920  -1.38
C22 -3.6064 -3.0958 -1.4233  -0.20
C23 -0.5139 -1.6808 6.0854  -2.22
C24 1.1997 -4.5560 -1.3610  -1.46
C25 -1.1715 -1.2435 4.7769  1.22
B1 -0.4686 -3.7616 0.3154  0.88
H1 -4.6581 -3.2079 -1.6138  0.54
H2 5.3231 -4.0965 -0.2428  0.38
H3 2.1174 0.5538 -1.2516  -0.13
H4 5.0065 -4.7135 -1.8703  0.40
H5 -0.8555 -2.6675 6.4057  0.50
H6 -1.4681 2.9679 -1.8790  0.38
H7 -0.6977 -4.9492 0.4045  -0.22
H8 -2.8990 -0.4295 -5.0926  0.52
H9 0.3711 0.2488 4.5182  0.29
H10 4.8050 -1.7149 0.3749  0.44
H11 2.9453 -4.7391 -2.6617  0.54
H12 3.0073 2.8443 -1.0192  0.46
H13 -2.5851 0.5381 -0.6658  0.15
H14 -5.2387 -1.1139 -2.3003  0.34
H15 1.1152 1.6136 -1.9920  0.22
H16 -3.2073 -0.9785 4.0635  0.31
H17 -1.7854 0.6350 -2.0773  -0.56
H18 3.3263 -1.6546 -3.1631  0.23
H19 1.0907 2.3130 2.1353  0.24
H20 0.7290 -4.8166 2.4779  0.57
H21 6.2624 -3.4964 -1.6221  0.44
H22 1.9701 0.9872 2.5713  0.16
H23 5.1009 -1.6939 -3.2393  0.47
H24 -1.9767 0.1017 -3.6799  0.37
H25 -2.9932 -0.7271 5.8052  0.47
H26 0.4844 -5.3088 -1.6505  0.60
H27 -2.9822 -2.3713 5.1372  0.38
H28 1.4668 3.2487 -0.2500  0.34
H29 0.5756 -1.6832 6.0092  0.47
H30 -1.5299 -1.3865 -4.4967  0.44
H31 -3.1385 2.7344 -1.3906  0.35
H32 -4.0438 0.1899 -2.2404  0.13
H33 4.1635 -3.1335 -3.6470  0.38
H34 -1.1166 0.8503 5.2667  0.46
H35 -4.9468 -0.1195 -3.7329  0.45
H36 -4.7618 -3.2012 -3.7698  0.40
H37 -3.1967 -3.3262 -4.5834  0.38
H38 4.1165 -0.6218 -0.8195  0.12
H39 0.4627 -3.5507 4.8605  0.52
H40 -0.7934 -0.9627 6.8556  0.45
H41 5.7592 -1.2482 -1.0487  0.64
H42 -4.4062 -2.1592 -5.1468  0.46
H43 3.3164 2.7738 1.3708  0.45
H44 -1.0831 0.5506 3.5332  0.38
H45 3.3903 1.1197 0.7600  0.15
H46 -3.1081 -4.3825 0.2776  0.60

***

Entry 3:
DFT (ωB97M-V with the def2-TZVPD basis set) results for 2 unconnected molecules or ions with the total composition C6H16N in a non-equilibrium geometry.

Values from the calculation:
Net charge = +1
LUMO = -0.2425 hartree
Orbital gap = 7.7 eV
E_HOMO = -14.25 eV
Relative energy (zero: lowest compared OMol25 entry of this formula, charge and spin) = 85.4 kcal/mol

Each line ends with the Mulliken charge.
CARTESIAN COORDINATES (ANGSTROEM)
N1 -0.7615 -2.0740 1.4042  -0.53
C1 -1.0485 0.4010 -0.8208  0.88
C2 -2.1813 1.3306 -0.3520  -1.51
C3 0.1479 -1.4743 0.4162  0.66
C4 -0.0157 1.1090 -1.7729  -1.23
C5 1.6451 -1.5085 0.7572  -1.30
C6 -0.2487 -0.0804 0.2731  -0.89
H1 -0.3466 -2.6839 2.1000  0.27
H2 0.0188 2.1538 -1.4710  0.38
H3 1.0103 0.7432 -1.6678  0.36
H4 -2.7746 1.7792 -1.1446  0.39
H5 2.0734 -2.4778 0.5371  0.38
H6 3.3536 2.3267 0.5342  0.17
H7 0.0130 0.6592 1.0385  0.44
H8 -1.4068 -0.4977 -1.3267  0.33
H9 -0.0613 -2.0026 -0.5157  0.25
H10 2.8230 1.9019 0.2485  -0.18
H11 -1.3203 -1.3933 1.9083  0.24
H12 -1.7407 2.1086 0.2780  0.40
H13 2.2293 -0.7212 0.2928  0.36
H14 -2.8593 0.7419 0.2651  0.40
H15 1.7414 -1.3909 1.8401  0.39
H16 -0.2905 1.0496 -2.8215  0.35

***

Entry 4:
DFT (ωB97M-V with the def2-TZVPD basis set) results for C14H10N2O5 in the gas phase in a non-equilibrium geometry.

Values from the calculation:
SMILES = Nc1c(C(=O)O)c2nc3c(CO)cccc3oc-2cc1=O
LUMO = -0.0497 hartree
Orbital gap = 7.0 eV
E_HOMO = -8.38 eV

Each line ends with the Mulliken charge.
CARTESIAN COORDINATES (ANGSTROEM)
O1 0.1650 1.3501 2.0331  -0.40
O2 -3.0693 3.6218 -0.3775  -0.59
O3 -2.6301 -1.1422 -2.6796  -0.61
O4 -0.4443 -0.5648 -3.0140  -0.41
O5 0.9017 -2.8958 -0.8849  -0.62
N1 -0.0965 -0.7617 0.0368  -0.39
N2 -3.5466 1.4232 -2.2234  -0.42
C1 -2.4077 2.6261 -0.2702  0.29
C2 2.9743 -0.6241 2.8196  -0.31
C3 -1.8021 0.3922 -1.2421  0.18
C4 0.8521 -0.6836 1.0332  -0.27
C5 -1.4633 2.5945 0.8892  -0.77
C6 -2.4929 1.5492 -1.3185  0.27
C7 -0.8803 0.2978 -0.0175  0.34
C8 2.0119 0.2852 3.0162  -0.92
C9 2.0400 -1.4729 0.7610  1.05
C10 0.9848 0.2552 2.0901  0.81
C11 2.1500 -2.3709 -0.4086  -0.73
C12 -1.6320 -0.4623 -2.4243  0.26
C13 3.1633 -1.4338 1.6924  -1.00
C14 -0.7053 1.4537 0.9492  0.63
H1 2.8260 -3.2116 -0.1356  0.39
H2 3.8606 -0.3938 3.4722  0.24
H3 -0.7355 -1.4136 -3.4895  0.38
H4 -3.9423 2.3156 -2.6585  0.24
H5 4.1283 -1.7452 1.4696  0.43
H6 2.6418 -1.7571 -1.1414  0.26
H7 0.2383 -2.1708 -0.8192  0.59
H8 1.9255 0.9969 3.8513  0.42
H9 -1.4537 3.4716 1.6132  0.38
H10 -3.5619 0.4708 -2.6222  0.29

***

Computed values of E (unit: hartree) for the preceding records, in sequence: -4738.94982; -3520.86299; -292.58810; -1025.11400.